Entry 1:
ORCA calculation (the ωB97M-V functional and the def2-TZVPD basis) on a 2-piece molecular cluster, C4H11N2O overall in a non-equilibrium geometry.

Geometry as XYZ:
```
18
Properties=species:S:1:pos:R:3:forces:R:3:lowdin_charge:R:1
N 0.489 2.492 -1.166 0.543 -0.530 -0.652 -0.06
C 0.540 2.171 0.304 -0.974 0.323 0.307 -0.65
O -0.503 1.441 0.669 0.082 0.564 -0.119 -0.35
H -0.430 2.805 -1.447 -0.094 0.157 0.320 0.02
H 1.202 3.140 -1.489 -0.053 0.152 0.176 0.01
H 1.534 1.687 0.480 0.119 0.047 -0.208 0.06
H 0.574 3.169 0.841 0.266 -0.028 0.109 0.05
C 0.473 -2.613 1.420 -0.234 0.731 -0.057 -0.60
C -0.006 -1.346 0.686 1.361 -1.450 -0.474 -0.35
C -0.885 -0.823 -1.393 0.091 -0.239 -0.498 -0.15
N -0.428 -1.763 -0.684 -1.073 0.450 0.838 -0.04
H 0.963 -2.341 2.358 -0.131 -0.281 0.166 -0.05
H -0.409 -3.238 1.589 0.167 -0.288 0.236 -0.05
H 1.188 -3.211 0.848 0.001 0.057 -0.107 -0.05
H 0.791 -0.610 0.612 -0.040 0.117 0.103 0.08
H -0.823 -0.891 1.231 -0.099 0.172 -0.187 0.08
H -0.751 0.239 -1.181 -0.298 -0.016 0.381 0.03
H -1.453 -1.115 -2.286 0.366 0.064 -0.335 0.02
```
Positions in Å, forces in eV/Å.

Results
Net charge ... -2
Multiplicity ... 2
Relative energy (zero: lowest compared OMol25 entry of this formula, charge and spin) ... 27.9 kcal per mole
Strongest force on any atom ... 2.0 eV/A
HOMO-LUMO gap (alpha / beta) ... 2.3 / 6.8 eV



Entry 2:
ORCA calculation (the ωB97M-V functional and the def2-TZVPD basis) on an isolated ion of composition C4H11N2O and charge +1 in a non-equilibrium geometry.

Geometry as XYZ:
```
18
Properties=species:S:1:pos:R:3:forces:R:3:lowdin_charge:R:1
C 2.682 -0.358 0.121 -1.063 1.894 -0.293 0.04
N 1.226 -0.321 -0.294 0.817 0.380 0.066 0.08
C 0.324 0.552 0.064 -4.809 -3.295 -2.840 -0.29
O 0.572 1.710 0.515 -2.235 0.447 1.578 0.24
N -1.141 0.172 -0.287 5.964 2.279 2.355 -0.13
C -2.049 0.899 0.576 -1.547 -2.224 0.496 -0.04
C -1.407 -1.184 -0.670 1.463 -0.787 3.707 -0.06
H 3.172 -0.989 -0.599 0.452 0.078 -0.156 0.09
H 3.119 0.708 0.189 -0.551 -1.777 -0.431 0.12
H 2.712 -0.790 1.105 0.146 -0.251 0.347 0.09
H 0.833 -0.938 -0.993 0.722 -0.666 0.355 0.13
H 1.390 2.038 0.228 2.256 0.892 -0.458 0.13
H -1.461 1.360 1.370 -0.959 0.083 0.154 0.09
H -2.848 0.117 0.903 1.502 1.508 0.201 0.14
H -2.596 1.561 -0.041 -0.499 1.298 -0.239 0.08
H -2.416 -1.208 -0.793 -2.834 -0.176 -1.357 0.07
H -1.284 -2.048 0.118 0.552 1.701 -1.112 0.16
H -0.827 -1.280 -1.512 0.623 -1.385 -2.373 0.06
```
Positions in Å, forces in eV/Å.

Results
Net charge ... +1
Multiplicity ... 1
Relative energy (zero: lowest compared OMol25 entry of this formula, charge and spin) ... 71.4 kcal per mole
Strongest force on any atom ... 6.8 eV/A
HOMO-LUMO gap ... 10.1 eV



Entry 3:
ORCA calculation (the ωB97M-V functional and the def2-TZVPD basis) on a 2-piece molecular cluster, C4H11N2O overall in a non-equilibrium geometry.

Geometry as XYZ:
```
18
Properties=species:S:1:pos:R:3:forces:R:3:lowdin_charge:R:1
C -0.742 -0.142 -1.798 -1.604 -0.105 -2.094 -0.02
C -1.646 -0.378 -0.408 4.760 -0.425 -2.031 -0.26
C 0.645 -0.242 -1.153 -4.755 -3.186 2.219 -0.16
C -0.094 -0.669 0.130 -0.417 2.426 0.240 -0.04
N 0.740 0.867 2.326 -0.332 -0.732 1.152 0.03
N 1.803 -0.485 -1.624 -0.133 0.829 -1.714 0.26
O -2.501 -1.452 -0.434 -0.180 -1.462 -0.867 -0.02
H -0.781 -1.193 -2.370 -0.095 2.171 1.107 0.18
H -1.041 0.671 -2.548 0.669 -1.039 0.993 0.13
H -2.206 0.359 0.099 0.273 1.863 0.100 0.12
H 0.347 -0.079 1.014 -0.815 -0.169 -0.629 0.06
H -0.066 -1.643 0.505 0.811 -1.957 0.008 0.11
H -0.244 1.061 2.512 0.361 0.170 0.156 0.06
H 1.159 0.494 3.183 -0.172 0.326 -0.375 0.07
H 2.611 -0.839 -1.154 0.188 -0.210 0.733 0.15
H 1.200 1.707 2.063 0.399 0.903 0.002 0.04
H 1.876 -0.415 -2.637 0.467 0.307 0.141 0.16
H -2.998 -1.546 -1.279 0.573 0.289 0.860 0.13
```
Positions in Å, forces in eV/Å.

Results
Net charge ... +1
Multiplicity ... 1
Relative energy (zero: lowest compared OMol25 entry of this formula, charge and spin) ... 96.3 kcal per mole
Strongest force on any atom ... 6.1 eV/A
HOMO-LUMO gap ... 8.9 eV



Entry 4:
ORCA calculation (the ωB97M-V functional and the def2-TZVPD basis) on a 2-piece molecular cluster, C4H11N2O overall in a non-equilibrium geometry.

Geometry as XYZ:
```
18
Properties=species:S:1:pos:R:3:forces:R:3:lowdin_charge:R:1
C 1.647 -1.030 0.791 2.959 0.344 -0.068 -0.08
C 1.827 -0.276 -0.481 -1.148 -2.570 -2.997 -0.14
C -1.607 1.331 0.290 -0.111 -0.237 0.787 0.03
C -1.128 -0.045 -0.177 -0.133 1.693 -0.873 -0.49
N -1.075 -0.249 -1.494 1.045 -1.039 -0.345 0.17
N 0.819 0.124 0.408 -0.013 -0.220 1.069 -0.04
O -1.278 -1.120 0.582 -0.854 0.400 -0.269 0.12
H 1.385 -2.079 0.815 -0.918 0.319 -0.041 0.12
H 2.587 -0.806 1.386 -1.762 -0.253 0.009 0.14
H 2.762 0.232 -0.628 -0.117 0.468 -0.265 0.12
H 1.250 -0.735 -1.379 1.915 0.801 1.086 0.13
H -0.903 1.763 0.995 -0.414 -0.433 0.771 0.09
H -2.643 1.263 0.646 0.375 -0.294 0.522 0.11
H -1.691 2.175 -0.367 0.271 -0.276 -1.524 0.09
H -0.944 0.628 -2.123 -0.219 -2.732 1.301 0.20
H -0.744 -1.275 -1.686 -0.944 2.831 -0.563 0.19
H 1.106 0.895 0.935 0.161 1.621 1.121 0.11
H -1.369 -0.795 1.487 -0.091 -0.423 0.279 0.15
```
Positions in Å, forces in eV/Å.

Results
Net charge ... +1
Multiplicity ... 1
Relative energy (zero: lowest compared OMol25 entry of this formula, charge and spin) ... 82.4 kcal per mole
Strongest force on any atom ... 4.1 eV/A
HOMO-LUMO gap ... 11.9 eV



Entry 5:
ORCA calculation (the ωB97M-V functional and the def2-TZVPD basis) on an isolated ion of composition C4H11N2O and charge +1 in a non-equilibrium geometry.

Geometry as XYZ:
```
18
Properties=species:S:1:pos:R:3:forces:R:3:lowdin_charge:R:1
C -1.984 -0.078 0.515 0.384 2.240 -1.202 0.00
N -0.577 0.350 0.806 -1.049 -1.167 -1.220 -0.13
C -0.424 1.155 1.930 1.031 0.667 4.615 -0.09
C 0.587 -0.037 0.198 -4.127 -2.208 -1.965 -0.42
O 1.680 0.176 0.578 2.708 0.946 0.675 0.10
C 0.426 -0.874 -1.288 0.354 3.378 1.977 0.02
N 1.893 -0.735 -1.863 -0.172 0.492 -0.886 0.14
H -2.392 0.406 -0.407 0.492 -0.337 0.591 0.11
H -1.987 -1.096 0.403 -0.219 -2.649 -0.436 0.05
H -2.714 0.162 1.298 0.871 0.167 0.137 0.11
H 0.089 2.004 1.700 2.163 2.327 -1.141 0.05
H -1.250 1.721 2.415 -0.526 -1.621 -0.659 0.12
H 0.242 0.730 2.776 -1.310 0.099 -1.261 0.14
H 0.004 -1.865 -1.213 0.456 -0.253 -0.132 0.11
H -0.292 -0.130 -1.780 1.315 -1.460 -0.196 0.14
H 2.526 -0.164 -1.164 -1.614 -1.251 -0.713 0.18
H 1.722 -0.123 -2.707 0.802 -0.881 0.937 0.17
H 2.451 -1.602 -2.198 -1.557 1.511 0.881 0.20
```
Positions in Å, forces in eV/Å.

Results
Net charge ... +1
Multiplicity ... 1
Relative energy (zero: lowest compared OMol25 entry of this formula, charge and spin) ... 66.8 kcal per mole
Strongest force on any atom ... 5.1 eV/A
HOMO-LUMO gap ... 9.8 eV



Entry 6:
ORCA calculation (the ωB97M-V functional and the def2-TZVPD basis) on a 2-piece molecular cluster, C4H11N2O overall in a non-equilibrium geometry.

Geometry as XYZ:
```
18
Properties=species:S:1:pos:R:3:forces:R:3:lowdin_charge:R:1
C 0.060 2.005 0.409 -0.017 -2.784 -1.353 -0.20
C -1.228 1.066 -1.339 -1.891 0.491 -3.099 0.00
C 1.141 0.317 -0.646 1.418 -0.457 -1.455 0.01
C 0.175 -1.888 1.684 0.326 0.090 2.078 -0.11
N 0.207 2.943 1.088 -0.750 5.069 3.559 0.30
N -0.049 1.110 -0.494 -0.448 0.005 -0.123 -0.11
O -0.650 -0.952 0.952 -0.373 0.033 1.043 -0.18
H -2.200 0.711 -0.877 1.427 0.372 0.254 0.14
H -1.117 0.478 -2.292 0.403 0.113 1.147 0.12
H -1.485 2.120 -1.763 0.692 -1.438 1.213 0.15
H 1.513 0.576 -1.679 -0.113 -0.603 0.764 0.15
H 0.837 -0.721 -0.549 0.403 -0.142 -0.467 0.09
H 1.929 0.588 0.112 -1.188 -0.211 -0.825 0.14
H 0.251 -1.672 2.867 -0.426 0.277 -2.838 0.13
H 1.191 -1.729 1.253 -0.500 -0.931 0.550 0.07
H -0.212 -2.937 1.723 0.474 0.858 -0.812 0.10
H -1.213 -1.340 0.275 0.024 -0.695 0.403 0.09
H 0.329 3.532 1.886 0.538 -0.046 -0.039 0.12
```
Positions in Å, forces in eV/Å.

Results
Net charge ... +1
Multiplicity ... 3
Relative energy (zero: lowest compared OMol25 entry of this formula, charge and spin) ... 77.8 kcal per mole
Strongest force on any atom ... 6.2 eV/A
HOMO-LUMO gap (alpha / beta) ... 6.9 / 6.3 eV